The molecule C20H44N2O8P2S2 in a non-equilibrium geometry. Source: the Open Molecules 2025 dataset; level of theory: ωB97M-V/def2-TZVPD.

HOMO-LUMO gap, eV: 9.373
ΔE to the lowest compared entry with this formula, charge and spin, kJ/mol: 0.0
Charge: 0
Electronic energy, eV: -81065.8989
LUMO energy, eV: 0.76

Element x y z (Å)
C 0.57 0.89 -6.21
C 0.28 -0.54 -5.79
H -0.47 -1.00 -6.44
H 1.20 -1.13 -5.83
O -0.27 -0.62 -4.48
P 0.61 -0.28 -3.18
S 2.51 -0.70 -3.36
N -0.21 -1.12 -2.00
C -1.15 -0.50 -1.10
H -1.23 -1.14 -0.22
H -0.77 0.48 -0.79
C -2.54 -0.29 -1.74
O -3.47 0.22 -0.81
C -4.02 -0.74 0.07
C -4.55 -0.03 1.32
O -3.56 0.22 2.29
C -2.67 1.26 1.96
C -1.76 1.57 3.15
N -0.51 0.84 3.20
P 0.78 1.33 2.28
S 0.60 3.05 1.39
O 1.09 0.09 1.32
C 2.23 0.11 0.46
C 3.36 -0.74 1.03
H 4.18 -0.76 0.32
H 3.01 -1.75 1.20
H 3.70 -0.32 1.97
H 2.56 1.15 0.33
H 1.90 -0.28 -0.50
O 2.06 1.21 3.26
C 2.32 2.24 4.21
C 3.37 3.20 3.69
H 3.60 3.94 4.45
H 2.99 3.71 2.80
H 4.28 2.66 3.43
H 1.39 2.77 4.44
H 2.67 1.73 5.12
C -0.48 -0.49 3.77
H -1.03 -0.48 4.72
H 0.57 -0.74 3.98
C -1.05 -1.57 2.86
H -0.61 -1.45 1.86
O -0.71 -2.84 3.39
C -0.93 -3.90 2.50
C 0.07 -3.95 1.34
O -0.43 -3.23 0.23
C 0.45 -3.23 -0.87
C -0.20 -2.56 -2.08
H 0.37 -2.84 -2.97
H -1.22 -2.95 -2.19
H 1.38 -2.71 -0.62
H 0.71 -4.27 -1.13
H 0.25 -4.99 1.04
H 1.03 -3.52 1.67
H -1.95 -3.86 2.08
H -0.82 -4.81 3.10
H -2.14 -1.48 2.78
H -1.50 2.63 3.11
H -2.31 1.38 4.07
H -3.24 2.16 1.70
H -2.05 0.99 1.09
H -5.03 0.90 1.01
H -5.28 -0.68 1.82
H -4.84 -1.27 -0.43
H -3.27 -1.48 0.37
H -2.46 0.45 -2.53
H -2.90 -1.24 -2.17
O 0.26 1.24 -2.91
C 1.16 2.19 -2.33
C 1.11 3.48 -3.12
H 1.49 3.33 -4.13
H 0.09 3.84 -3.17
H 1.72 4.23 -2.62
H 2.17 1.76 -2.33
H 0.85 2.37 -1.29
H -0.32 1.51 -6.07
H 1.38 1.29 -5.59
H 0.87 0.93 -7.25

Here are the Löwdin charges for atoms 1 to 6, given in e: number 1, C, carries -0.08; number 2, C, carries -0.30; number 3, H, carries 0.12; number 4, H, carries 0.08; number 5, O, carries -0.26; number 6, P, carries 0.24